Run w
Computed, not measured: a cluster of 17 separate species, C4H32BO24 in total, with wB97M-V/def2-TZVPD.

As for the highest occupied orbital energy: -8.42 eV. The HOMO-LUMO gap is 10.52 eV. As for the charge: -1.

Atoms and positions in Å:
O (0.1035, 2.5193, -1.7311)
C (0.3068, 1.5149, -1.1305)
O (-0.5437, 0.9153, -0.3016)
B (0.1459, -0.2268, 0.3744)
O (1.4334, -0.3695, -0.3887)
C (1.6286, 0.6571, -1.2061)
O (2.5114, 0.8785, -1.9943)
O (-0.7474, -1.4402, 0.3783)
C (-1.1962, -1.6387, 1.5985)
O (-2.0446, -2.3714, 1.9392)
C (-0.4440, -0.7092, 2.5855)
O (0.3311, 0.0654, 1.8374)
O (-0.5387, -0.6970, 3.7540)
O (-0.6464, 0.5899, -3.9801)
H (-0.3295, 1.4222, -4.3997)
H (0.0106, -0.1420, -4.1787)
O (-5.0130, -3.1479, 2.6563)
H (-4.1694, -2.9304, 3.0834)
H (-5.1257, -2.4682, 1.9900)
O (-1.7985, 3.9010, 0.2512)
H (-2.3549, 4.6535, 0.0387)
H (-1.5027, 3.5061, -0.5802)
O (-3.6899, -2.7802, -0.6275)
H (-3.1334, -2.7292, 0.1602)
H (-3.9047, -3.7025, -0.7273)
O (-2.2559, 1.2512, 1.9937)
H (-2.5998, 1.5594, 2.8255)
H (-2.2557, 1.9930, 1.3799)
O (0.1119, 4.4459, -4.0081)
H (0.8587, 4.0341, -4.4805)
H (0.0825, 3.8348, -3.2382)
O (0.4193, -3.6658, -1.3509)
H (-0.4153, -3.2706, -1.7223)
H (0.3177, -3.2772, -0.4680)
O (-0.3725, 0.9708, 6.5840)
H (-0.0670, 0.9562, 5.6725)
H (-0.6769, 0.0733, 6.7204)
O (0.9937, -2.0092, -3.6163)
H (0.4515, -2.5853, -4.1549)
H (0.7914, -2.3426, -2.7596)
O (2.1827, 2.5180, -4.3070)
H (3.0321, 2.9346, -4.4119)
H (2.2862, 2.0676, -3.4353)
O (1.0576, -3.3151, 4.7039)
H (0.2043, -2.8962, 4.5384)
H (1.5821, -2.9663, 3.9793)
O (-1.7845, -1.7861, -2.3504)
H (-1.5941, -1.0375, -2.9374)
H (-2.2758, -1.4209, -1.6131)
O (2.7878, -1.5046, 2.2594)
H (2.3995, -0.8638, 1.6524)
H (2.9440, -0.9776, 3.0705)
O (4.1108, -0.3714, -4.5964)
H (3.3502, 0.2159, -4.7187)
H (3.9224, -0.7283, -3.7355)
O (3.1754, 1.3338, 2.9219)
H (3.3282, 0.9831, 2.0463)
H (2.7918, 2.2130, 2.7396)
O (0.9792, 2.7574, 1.6965)
H (0.2973, 3.3567, 1.3332)
H (0.5505, 2.2494, 2.3859)

Run x
Computed, not measured: a cluster of 17 separate species, C4H32BO24 in total, with wB97M-V/def2-TZVPD.

As for the highest occupied orbital energy: -8.21 eV. The HOMO-LUMO gap is 9.90 eV. As for the charge: -1.

Atoms and positions in Å:
O (3.3019, 0.1169, 1.0528)
C (2.0800, 0.1557, 0.7461)
O (1.5585, 0.2392, -0.5112)
B (0.1133, 0.3930, -0.3914)
O (-0.2182, 0.3187, 1.0539)
C (0.8345, 0.0194, 1.7252)
O (0.9879, -0.3193, 2.9198)
O (-0.5457, -0.6613, -1.1967)
C (-1.2973, -0.1286, -2.1020)
O (-2.0390, -0.6853, -2.8653)
C (-1.1540, 1.4124, -1.9765)
O (-0.3668, 1.6252, -1.0071)
O (-1.8727, 2.2232, -2.5903)
O (-0.5644, 1.7257, -5.0962)
H (-1.2676, 2.3215, -5.3547)
H (-1.0004, 1.0520, -4.5745)
O (-2.3118, 2.1581, 2.0945)
H (-1.3671, 2.1246, 1.9435)
H (-2.6545, 2.6657, 1.3589)
O (-3.2198, 4.7010, -3.8989)
H (-2.4307, 4.3445, -4.3069)
H (-2.8936, 5.2642, -3.1971)
O (-4.7514, 2.8475, -2.2850)
H (-4.7634, 2.0831, -2.8610)
H (-4.1514, 3.4596, -2.7110)
O (-3.2342, -0.5168, 1.3079)
H (-2.8729, 0.2127, 1.8114)
H (-3.9714, -0.1368, 0.8299)
O (-1.9334, -1.9801, -5.4332)
H (-2.2947, -1.3967, -4.7658)
H (-2.4942, -2.7553, -5.4033)
O (1.5570, -1.8458, 6.3612)
H (2.2772, -1.2182, 6.3010)
H (1.0937, -1.7603, 5.5280)
O (-2.2134, -2.8330, 0.3906)
H (-2.5687, -2.0216, 0.7532)
H (-1.2811, -2.8039, 0.6054)
O (1.2302, 1.3462, 5.8723)
H (1.7480, 1.4683, 5.0765)
H (0.3570, 1.1131, 5.5570)
O (4.2556, -2.6996, -0.2101)
H (4.1919, -1.8952, 0.3047)
H (4.6846, -3.3250, 0.3739)
O (3.5971, -2.1784, 3.7378)
H (2.6726, -2.3875, 3.6043)
H (3.7055, -1.3106, 3.3486)
O (5.0210, 1.5368, 2.8169)
H (4.4524, 1.0779, 2.1987)
H (5.6907, 1.9459, 2.2689)
O (0.0588, -3.5670, -2.4593)
H (-0.4199, -3.8143, -3.2504)
H (-0.0202, -2.6140, -2.4190)
O (-0.1914, 4.6019, -3.8888)
H (-0.6764, 4.1378, -3.2064)
H (0.6459, 4.8222, -3.4805)
O (0.6319, -3.1695, 3.3047)
H (1.3308, -3.8137, 3.1919)
H (0.6810, -2.6224, 2.5208)
O (1.3771, -2.9872, 0.5469)
H (0.7716, -2.7236, -0.1460)
H (2.1341, -3.3430, 0.0816)

The least stable of them is run x.

Run w
Computed, not measured: a structure of composition C34H43AsCdN4O7S2Si, with wB97M-V/def2-TZVPD.

As for the highest occupied orbital energy: -2.67 eV. The HOMO-LUMO gap is 6.68 eV. As for the charge: -2.

Atoms and positions in Å:
Cd (-0.4283, -0.7327, -0.0500)
C (2.0541, 3.3840, -1.0705)
C (2.3578, 2.5502, 0.1441)
C (3.0647, 3.0689, 1.2241)
C (3.2511, 2.2342, 2.3259)
C (2.7593, 0.9513, 2.3148)
C (2.0657, 0.4718, 1.1653)
N (1.8880, 1.3077, 0.1154)
N (1.5678, -0.7751, 1.0408)
Si (1.8904, -2.0892, 2.0973)
C (3.7536, -2.1902, 2.5041)
C (0.9702, -2.0283, 3.7305)
C (1.4137, -3.6624, 1.1990)
H (2.6067, 4.3253, -1.0599)
H (0.9846, 3.6014, -1.1212)
H (2.3012, 2.8278, -1.9767)
H (3.4297, 4.0878, 1.2107)
H (3.7735, 2.6003, 3.2047)
H (2.8750, 0.3118, 3.1799)
H (3.9840, -1.7519, 3.4783)
H (4.3478, -1.6558, 1.7580)
H (4.0860, -3.2327, 2.5239)
H (1.1932, -1.1115, 4.2840)
H (1.2292, -2.8810, 4.3667)
H (-0.1009, -2.0600, 3.5169)
H (1.8141, -3.6880, 0.1812)
H (0.3242, -3.7049, 1.1326)
H (1.7655, -4.5513, 1.7313)
C (-7.0058, 1.0158, -4.1637)
C (-5.7584, 1.4574, -3.4429)
C (-5.0295, 0.5610, -2.6694)
C (-3.8644, 0.9561, -2.0274)
C (-3.4274, 2.2664, -2.1529)
C (-4.1366, 3.1759, -2.9250)
C (-5.2975, 2.7676, -3.5641)
S (-1.9711, 2.7881, -1.2642)
O (-2.3858, 3.0356, 0.0985)
O (-1.4615, 3.9479, -1.9841)
N (-1.0073, 1.5406, -1.2686)
C (-0.3839, 1.1014, -2.3961)
C (-0.2586, 1.7677, -3.6366)
C (0.4347, 1.1556, -4.6563)
C (1.0061, -0.1028, -4.4730)
C (0.8336, -0.6949, -3.2374)
N (0.1731, -0.1175, -2.2404)
H (-7.4144, 0.1109, -3.7140)
H (-6.7953, 0.7970, -5.2141)
H (-7.7753, 1.7904, -4.1374)
H (-5.3542, -0.4666, -2.5482)
H (-3.2972, 0.2263, -1.4595)
H (-3.7682, 4.1893, -3.0203)
H (-5.8558, 3.4768, -4.1680)
H (-0.6882, 2.7506, -3.7554)
H (0.5357, 1.6657, -5.6086)
H (1.5625, -0.6110, -5.2480)
H (1.2486, -1.6769, -3.0364)
O (-4.2567, -2.4443, -0.5966)
C (-3.1163, -2.1422, -0.2605)
O (-2.2521, -1.5632, -1.0142)
C (-2.6146, -2.4864, 1.2005)
O (-3.4032, -2.9694, 2.0104)
O (-1.3970, -2.1714, 1.4499)
C (-0.5798, 2.9202, 2.5681)
C (-1.3332, 1.6211, 2.5542)
O (-1.0918, 0.7582, 1.7444)
C (-2.3962, 1.3587, 3.5797)
C (-2.9189, 0.0683, 3.6515)
C (-3.9148, -0.2239, 4.5686)
C (-4.3874, 0.7663, 5.4212)
C (-3.8631, 2.0513, 5.3586)
C (-2.8665, 2.3465, 4.4392)
H (0.1595, 2.9002, 1.7715)
H (-0.0869, 3.0589, 3.5340)
H (-1.2688, 3.7469, 2.3929)
H (-2.5390, -0.6982, 2.9859)
H (-4.3209, -1.2269, 4.5988)
H (-5.1714, 0.5383, 6.1344)
H (-4.2364, 2.8247, 6.0197)
H (-2.4657, 3.3507, 4.3811)
C (6.4348, -1.4064, -2.6463)
As (4.6494, -2.0561, -2.2633)
C (4.9279, -3.2430, -0.7683)
C (3.7558, -0.5136, -1.5535)
S (3.8254, -3.0055, -3.9231)
H (6.8774, -0.9651, -1.7531)
H (6.3607, -0.6582, -3.4335)
H (7.0392, -2.2396, -2.9999)
H (5.4731, -2.7314, 0.0239)
H (5.4850, -4.1083, -1.1228)
H (3.9587, -3.5616, -0.3895)
H (4.4786, 0.0429, -0.9530)
H (2.9110, -0.7675, -0.9095)
H (3.4038, 0.1073, -2.3753)

Run x
Computed, not measured: a structure of composition C34H43AsCdN4O7S2Si, with wB97M-V/def2-TZVPD.

As for the highest occupied orbital energy: -2.71 eV. The HOMO-LUMO gap is 6.69 eV. As for the charge: -2.

Atoms and positions in Å:
Cd (-0.0630, -0.0869, -1.0102)
C (-2.3986, 4.9897, -2.5928)
C (-1.9226, 4.3826, -1.2980)
C (-2.4446, 4.7858, -0.0741)
C (-1.9614, 4.1604, 1.0709)
C (-0.9868, 3.1934, 0.9570)
C (-0.4754, 2.8590, -0.3173)
N (-0.9750, 3.4562, -1.4146)
N (0.5355, 1.9301, -0.4616)
Si (2.1020, 2.4750, -0.0739)
C (2.3679, 4.1856, -0.8448)
C (3.4262, 1.3121, -0.7039)
C (2.4643, 2.7169, 1.7721)
H (-1.8540, 5.9165, -2.7979)
H (-3.4637, 5.2349, -2.5593)
H (-2.2010, 4.2908, -3.4063)
H (-3.2193, 5.5420, -0.0287)
H (-2.3560, 4.4175, 2.0486)
H (-0.6208, 2.6555, 1.8219)
H (2.1138, 4.1606, -1.9069)
H (3.4071, 4.5136, -0.7350)
H (1.7259, 4.9351, -0.3715)
H (3.1226, 0.7619, -1.5969)
H (3.6804, 0.5778, 0.0622)
H (4.3250, 1.8928, -0.9402)
H (1.7642, 3.4148, 2.2396)
H (3.4707, 3.1435, 1.8689)
H (2.4414, 1.7759, 2.3254)
C (8.7091, -2.8106, 0.1409)
C (7.2555, -2.8374, -0.2491)
C (6.6215, -1.6947, -0.7280)
C (5.2776, -1.7124, -1.0718)
C (4.5410, -2.8789, -0.9288)
C (5.1621, -4.0277, -0.4660)
C (6.5083, -4.0049, -0.1313)
S (2.7987, -2.8929, -1.3867)
O (2.7879, -2.5952, -2.7901)
O (2.3427, -4.1958, -0.9436)
N (2.1346, -1.6783, -0.6015)
C (2.0261, -1.6996, 0.7461)
C (2.6039, -2.6232, 1.6513)
C (2.4207, -2.4321, 3.0023)
C (1.6713, -1.3550, 3.4713)
C (1.1057, -0.5236, 2.5189)
N (1.2647, -0.6867, 1.2142)
H (9.1534, -1.8386, -0.0772)
H (9.2837, -3.5683, -0.3974)
H (8.8389, -3.0032, 1.2088)
H (7.1875, -0.7748, -0.8327)
H (4.7923, -0.8242, -1.4532)
H (4.5732, -4.9309, -0.3651)
H (6.9852, -4.9097, 0.2337)
H (3.1610, -3.4746, 1.2967)
H (2.8632, -3.1384, 3.6975)
H (1.5087, -1.1831, 4.5271)
H (0.4766, 0.3141, 2.8044)
O (-3.4635, -2.2904, -0.7924)
C (-2.5684, -1.6076, -1.3068)
O (-2.3646, -0.3687, -1.0746)
C (-1.6014, -2.2229, -2.3781)
O (-2.0347, -3.0906, -3.1304)
O (-0.4276, -1.6978, -2.4162)
C (-1.3928, -2.7142, 1.4718)
C (-2.0787, -1.4432, 1.8855)
O (-1.6861, -0.3440, 1.5729)
C (-3.3013, -1.5496, 2.7595)
C (-4.0603, -0.3995, 2.9625)
C (-5.1864, -0.4421, 3.7664)
C (-5.5606, -1.6316, 4.3791)
C (-4.8105, -2.7805, 4.1785)
C (-3.6870, -2.7413, 3.3637)
H (-0.6334, -2.5031, 0.7243)
H (-2.1167, -3.4103, 1.0524)
H (-0.9031, -3.1647, 2.3417)
H (-3.7462, 0.5097, 2.4661)
H (-5.7803, 0.4528, 3.9111)
H (-6.4429, -1.6639, 5.0085)
H (-5.1054, -3.7118, 4.6471)
H (-3.1105, -3.6404, 3.1916)
C (-4.2125, 1.9334, -1.5433)
As (-3.9556, 1.2481, -3.3324)
C (-4.5931, -0.5798, -3.2846)
C (-5.3615, 2.1891, -4.3006)
S (-2.1237, 1.5577, -4.2665)
H (-5.2296, 1.6694, -1.2448)
H (-4.0987, 3.0167, -1.5636)
H (-3.4905, 1.4629, -0.8805)
H (-5.5535, -0.6175, -3.8004)
H (-4.6936, -0.9124, -2.2522)
H (-3.8683, -1.2230, -3.7812)
H (-6.3189, 2.0934, -3.7852)
H (-5.4292, 1.7699, -5.3027)
H (-5.0688, 3.2356, -4.3694)

The least stable of them is run x.

Run w
Computed, not measured: a structure of composition C20H30N2O8Sr, with wB97M-V/def2-TZVPD.

As for the highest occupied orbital energy: -0.73 eV. The HOMO-LUMO gap is 4.67 eV. As for the charge: -2.

Atoms and positions in Å:
Sr (0.5377, -1.6205, -0.1162)
C (-1.2696, 0.1576, 3.1688)
C (-1.9956, -1.0677, 2.5894)
O (-1.2456, -1.8408, 1.7929)
H (-0.9204, 0.8407, 2.3930)
H (-0.4477, -0.2087, 3.7924)
H (-1.9306, 0.6946, 3.8691)
H (-2.9306, -0.6872, 2.0747)
H (-2.4476, -1.6082, 3.4651)
C (-0.5510, -2.2524, -4.4103)
C (-1.3716, -2.3499, -3.1198)
O (-0.6857, -2.9113, -2.0899)
H (-1.0134, -1.5415, -5.1128)
H (-0.4813, -3.2240, -4.9212)
H (0.4822, -1.9764, -4.1932)
H (-2.3163, -2.9088, -3.3275)
H (-1.6503, -1.2997, -2.8258)
C (2.3317, 1.5325, -2.6343)
C (1.9719, 0.0356, -2.6532)
O (2.3620, -0.6585, -1.5605)
H (1.7480, 2.0682, -1.8725)
H (2.1373, 2.0063, -3.6087)
H (3.3867, 1.7123, -2.3929)
H (2.4241, -0.3850, -3.5867)
H (0.8666, -0.0152, -2.8373)
C (1.5410, -5.5425, 1.9403)
C (1.9914, -4.1259, 1.5302)
O (1.7805, -3.8758, 0.2159)
H (1.5515, -5.6605, 3.0403)
H (2.2386, -6.2942, 1.5546)
H (0.5365, -5.7746, 1.5792)
H (3.0947, -4.1232, 1.7756)
H (1.5387, -3.3814, 2.2312)
C (3.2194, 4.5329, 1.1080)
C (3.4422, 4.2536, 2.4556)
C (3.0916, 3.0113, 2.9563)
C (2.6103, 2.0422, 2.0959)
C (2.4274, 2.2922, 0.7558)
C (2.6970, 3.5636, 0.2674)
N (2.2171, 0.7254, 2.6155)
O (2.4274, 0.4872, 3.7894)
O (1.7062, -0.0288, 1.8188)
H (3.5407, 5.4966, 0.7275)
H (3.7792, 5.0699, 3.0808)
H (3.2520, 2.7590, 3.9969)
H (2.0637, 1.5272, 0.0807)
H (2.5310, 3.7274, -0.7894)
C (-5.3719, 0.8612, -1.2734)
C (-4.8668, 2.1453, -1.4203)
C (-3.5330, 2.3777, -1.1275)
C (-2.7663, 1.3445, -0.6386)
C (-3.2602, 0.0723, -0.4459)
C (-4.5852, -0.1694, -0.7679)
N (-1.4288, 1.6312, -0.1360)
O (-0.6029, 0.7667, -0.3151)
O (-1.2597, 2.6609, 0.4833)
H (-6.4012, 0.6059, -1.5034)
H (-5.5214, 2.9788, -1.6379)
H (-3.1127, 3.3672, -1.2482)
H (-2.5727, -0.6468, 0.0003)
H (-4.9862, -1.1688, -0.6786)

Run x
Computed, not measured: a structure of composition C20H30N2O8Sr, with wB97M-V/def2-TZVPD.

As for the highest occupied orbital energy: -0.53 eV. The HOMO-LUMO gap is 4.30 eV. As for the charge: -2.

Atoms and positions in Å:
Sr (1.1917, -0.4446, 1.0154)
C (-3.5036, -0.8497, 1.1186)
C (-2.2110, -1.1951, 1.8709)
O (-1.2032, -0.2804, 1.7105)
H (-3.8631, 0.1567, 1.3447)
H (-4.2871, -1.5776, 1.3940)
H (-3.3601, -0.9702, 0.0423)
H (-1.9053, -2.2103, 1.5251)
H (-2.4659, -1.3132, 2.9488)
C (2.9888, -4.5776, 1.8488)
C (1.8966, -3.7822, 1.1281)
O (2.4025, -2.7201, 0.4841)
H (3.6637, -5.0519, 1.1273)
H (2.5832, -5.3910, 2.4864)
H (3.5689, -3.9292, 2.5090)
H (1.1126, -3.5076, 1.8994)
H (1.3636, -4.5091, 0.4416)
C (2.4585, -1.9967, 4.6802)
C (2.3683, -0.5435, 4.1620)
O (2.9564, -0.3268, 2.9551)
H (1.9583, -2.6864, 3.9971)
H (1.9546, -2.0454, 5.6659)
H (3.4878, -2.3319, 4.8386)
H (2.8226, 0.1264, 4.9531)
H (1.2640, -0.2799, 4.2015)
C (3.1913, 1.5499, -2.5663)
C (3.2604, 1.6860, -1.0519)
O (3.1136, 0.5271, -0.4036)
H (2.3064, 0.9725, -2.8524)
H (4.0713, 1.0222, -2.9415)
H (3.1436, 2.5313, -3.0838)
H (2.5267, 2.4987, -0.7387)
H (4.2460, 2.1838, -0.8081)
C (-3.9593, -0.3393, -3.8294)
C (-3.1123, -1.1519, -4.5832)
C (-1.8510, -1.4692, -4.1012)
C (-1.4631, -0.9371, -2.8826)
C (-2.2887, -0.1614, -2.1146)
C (-3.5480, 0.1414, -2.5875)
N (-0.0928, -1.1866, -2.3921)
O (0.6132, -1.9239, -3.0504)
O (0.2231, -0.6248, -1.3701)
H (-4.9321, -0.0854, -4.2363)
H (-3.4432, -1.5773, -5.5229)
H (-1.1501, -2.0793, -4.6525)
H (-1.9357, 0.2272, -1.1695)
H (-4.2382, 0.7177, -1.9858)
C (-2.4098, 3.7696, -1.1470)
C (-2.3953, 2.8359, -0.1152)
C (-1.2349, 2.6458, 0.6140)
C (-0.1357, 3.4297, 0.3193)
C (-0.1541, 4.3976, -0.6434)
C (-1.2963, 4.5594, -1.3902)
N (1.0532, 3.2825, 1.1587)
O (1.6891, 4.2895, 1.4314)
O (1.2769, 2.1695, 1.5663)
H (-3.3015, 3.8809, -1.7554)
H (-3.2783, 2.2596, 0.1270)
H (-1.1554, 1.9010, 1.4124)
H (0.7193, 5.0151, -0.8025)
H (-1.3015, 5.2798, -2.1994)

The least stable of them is run x.